{"formula": "C31H35N3O5S2", "method": "ωB97M-V with the def2-TZVPD basis set", "charge": 0, "largest_force_ev_per_a": 2.41, "gap_ev": 3.785, "total_energy_ev": -69088.6748, "homo_energy_ev": -6.299, "lumo_energy_ev": -2.51, "species": ["C", "N", "C", "O", "C", "C", "C", "C", "C", "C", "C", "C", "N", "C", "C", "C", "C", "C", "C", "C", "N", "C", "C", "C", "C", "C", "C", "C", "H", "H", "H", "H", "H", "H", "H", "H", "H", "H", "H", "H", "H", "H", "H", "H", "H", "H", "H", "H", "H", "H", "H", "H", "H", "H", "H", "H", "H", "H", "C", "C", "C", "C", "C", "C", "S", "O", "O", "C", "S", "O", "O", "H", "H", "H", "H", "H"], "coordinates": [[2.35101, 4.24568, 2.33716], [2.10542, 2.83264, 2.16380], [3.10376, 1.95582, 1.84835], [4.27011, 2.25643, 1.60333], [2.48390, 0.55431, 1.82233], [3.00301, -0.36674, 2.93874], [4.48790, -0.63648, 2.81146], [4.93773, -1.66418, 1.97813], [6.31048, -1.86262, 1.79173], [7.23413, -1.03740, 2.44416], [6.78084, -0.01785, 3.29219], [5.41199, 0.16819, 3.48779], [1.05355, 0.85345, 1.93181], [0.13833, -0.13544, 1.89697], [-1.22190, 0.08595, 2.05648], [-2.22913, -0.87906, 2.03869], [-3.61905, -0.53327, 2.14420], [-4.62629, -1.53028, 2.02447], [-5.96994, -1.22237, 2.12723], [-6.39845, 0.10977, 2.37626], [-7.75404, 0.42700, 2.52006], [-8.42860, 0.47391, 3.80184], [-8.58932, 0.90913, 1.43816], [-5.40965, 1.11350, 2.49093], [-4.06607, 0.80560, 2.36358], [0.76076, 2.27718, 2.18890], [0.13821, 2.54003, 3.56796], [-0.08946, 2.94870, 1.09589], [3.42559, 4.43186, 2.28687], [1.84520, 4.82638, 1.55696], [1.96888, 4.57555, 3.30974], [2.71268, 0.09250, 0.84301], [2.78236, 0.11505, 3.90634], [2.43861, -1.30988, 2.88310], [4.20011, -2.29065, 1.46800], [6.65163, -2.66146, 1.13111], [8.30537, -1.18638, 2.29606], [7.48807, 0.64343, 3.79634], [5.04705, 0.95842, 4.14848], [0.52495, -1.14465, 1.71541], [-1.52249, 1.12115, 2.20721], [-1.96294, -1.91603, 1.84581], [-4.30893, -2.56008, 1.84064], [-6.72743, -1.99994, 2.02109], [-7.74991, 0.18380, 4.61155], [-8.81331, 1.48910, 3.99110], [-9.29379, -0.20687, 3.78727], [-8.03114, 0.94063, 0.49592], [-9.46203, 0.24696, 1.32513], [-8.97122, 1.91588, 1.67334], [-5.72103, 2.14412, 2.68088], [-3.34564, 1.62317, 2.43307], [0.82076, 2.20103, 4.35914], [-0.03378, 3.61930, 3.67627], [-0.81727, 2.02565, 3.68608], [0.43075, 2.89756, 0.12988], [-1.06793, 2.47596, 0.99014], [-0.24297, 4.00285, 1.36499], [-0.48801, -8.38176, 5.69337], [0.05550, -7.14031, 5.35856], [-0.75380, -6.19876, 4.72547], [-2.07429, -6.47827, 4.43806], [-2.62848, -7.71429, 4.76988], [-1.82602, -8.66790, 5.39932], [-2.99156, -5.11008, 3.69668], [-3.25670, -5.43711, 2.30893], [-4.08336, -4.77099, 4.58496], [-1.74570, -3.96388, 3.81285], [-0.22285, -4.52279, 4.30789], [0.18906, -3.87784, 5.53677], [0.68902, -4.60128, 3.18365], [0.13736, -9.12516, 6.18457], [1.09148, -6.89006, 5.58039], [-3.67271, -7.91168, 4.53414], [-2.24813, -9.63684, 5.66002], [-1.92169, -2.91729, 3.64072]], "forces_ev_per_a": [[-0.2, 0.3, 0.0], [0.5, -0.3, -0.1], [1.1, 0.4, -0.5], [-1.7, -0.5, 0.5], [0.7, 0.2, -0.7], [-0.1, 0.1, 0.3], [0.1, 0.0, 0.0], [0.2, 0.3, 0.0], [-0.1, 0.1, 0.1], [-0.3, 0.1, 0.0], [-0.2, -0.2, -0.1], [0.1, -0.2, -0.2], [-1.4, -1.8, 0.0], [1.3, 0.9, -0.1], [-1.5, -0.1, 0.2], [1.0, 1.0, -0.6], [-1.2, 0.4, 0.2], [0.8, 0.0, 0.0], [-0.5, 0.8, 0.1], [0.9, -0.5, -0.1], [-0.6, 0.0, 0.0], [0.2, -0.1, 0.0], [0.2, -0.1, 0.0], [0.0, -0.2, -0.1], [0.2, -0.3, 0.0], [0.0, 0.8, 0.3], [0.1, -0.2, 0.2], [0.2, -0.2, -0.3], [-0.2, -0.2, 0.0], [0.2, 0.0, 0.1], [0.2, 0.0, -0.1], [-0.2, 0.2, 0.4], [0.0, -0.2, -0.2], [0.2, 0.2, 0.2], [0.3, 0.1, 0.1], [-0.1, 0.2, 0.2], [-0.3, 0.0, 0.0], [-0.2, -0.3, -0.1], [0.2, -0.2, -0.2], [-0.1, 0.3, 0.1], [0.0, -0.6, 0.0], [-0.1, -0.1, 0.2], [-0.2, 0.2, 0.1], [0.2, 0.2, 0.1], [-0.2, 0.0, -0.2], [0.1, -0.1, 0.1], [0.2, 0.1, 0.2], [-0.2, 0.0, 0.2], [0.1, 0.1, -0.2], [0.1, -0.1, -0.2], [0.1, -0.4, -0.1], [-0.3, -0.2, 0.1], [-0.2, 0.1, -0.2], [0.0, -0.3, 0.0], [0.2, 0.2, 0.1], [-0.2, 0.0, 0.2], [0.2, 0.2, 0.0], [0.0, -0.3, -0.1], [-0.1, 0.2, -0.1], [-0.1, 0.1, -0.2], [0.3, 0.1, 0.1], [-0.2, -0.1, 0.0], [0.1, 0.1, -0.1], [0.0, 0.2, -0.1], [2.1, 0.7, 0.5], [-1.0, -0.3, 0.0], [-0.8, -0.3, -0.5], [0.2, -0.6, 0.1], [-2.4, -0.3, -0.4], [1.0, 0.1, -0.1], [1.0, 0.2, 0.3], [-0.2, 0.1, -0.1], [-0.2, -0.1, 0.0], [0.2, 0.0, 0.1], [0.1, 0.2, 0.0], [-0.1, 0.0, 0.3]], "mulliken_charge": [-0.9669, 0.3017, 0.1491, -0.6855, 0.2510, -0.9550, 0.3707, -0.2647, -0.6277, -0.4584, -0.6548, -0.2439, 0.5200, 0.4059, 0.7153, -0.8818, 0.7730, -0.7405, -0.4347, -0.1423, 0.2810, -1.0353, -1.0173, -0.2428, -0.7694, 0.1696, -1.5485, -1.5976, 0.3868, 0.3035, 0.3120, 0.2941, 0.4379, 0.5621, 0.3918, 0.3674, 0.3634, 0.3579, 0.3127, 0.6243, -1.2789, 0.9473, 0.4308, 0.4640, 0.3067, 0.3357, 0.3309, 0.3016, 0.3235, 0.3271, 0.4022, 0.2522, 0.3372, 0.4905, 0.4248, 0.3696, 0.3741, 0.4786, -0.5388, -0.5656, 0.3142, 0.1339, -0.6865, -0.5054, 1.1317, -0.6651, -0.6840, -1.0061, 1.1102, -0.6833, -0.6607, 0.3648, 0.4038, 0.3979, 0.3625, 0.7745]}